1.
A structure of composition C33H42GeN2PPdSSe. Source: OMol25; level of theory: wB97M-V/def2-TZVPD.

Each line ends with the Löwdin charge.
Geometry (Å):
Pd: -0.2807 -0.0763 -0.5937  0.341
Se: -0.0748 0.3943 1.9034  0.937
Ge: 1.2647 2.2323 4.3138  0.747
S: -2.0198 1.7662 -1.3409  0.645
P: -0.5126 -1.9882 -1.7731  1.033
N: -1.1488 4.2001 -1.8182  0.129
N: 0.0193 3.0552 -0.2048  0.015
C: 2.6721 0.9328 4.6351  -0.212
C: 0.7769 2.0941 2.3960  -0.557
C: -3.1837 -3.5337 -4.4848  -0.036
C: 2.7911 -3.5600 -3.6469  -0.063
C: 2.2851 3.9023 -0.0680  -0.024
C: -3.6303 -2.3860 -5.1181  -0.060
C: 0.0853 -3.9637 0.0518  -0.079
C: -3.2396 -2.1035 -0.1776  -0.049
C: 1.4509 -3.3176 -3.3956  -0.061
C: -2.1943 -1.0761 -3.7278  -0.104
C: 0.9221 4.1173 0.0943  -0.287
C: 3.4230 -1.9941 -1.9188  -0.033
C: -0.3022 1.8191 5.3872  -0.216
C: -1.7500 -2.2286 -3.0784  -0.302
C: -0.9690 3.0862 -1.1032  -0.832
C: -0.1102 -4.7424 1.1788  -0.063
C: -1.3147 -4.6494 1.8673  -0.061
C: 1.8776 4.0480 4.6035  -0.211
C: -2.3035 -3.7890 1.4139  -0.036
C: -1.8035 -4.7647 -2.8124  -0.037
C: 1.6545 -0.6707 -0.6764  -0.241
C: 2.0810 -1.7148 -1.6827  -0.310
C: 2.7035 6.1263 0.7454  -0.068
C: 1.3403 6.3324 0.8977  -0.059
C: -2.1203 -2.9976 0.2813  -0.283
C: 3.7708 -2.9116 -2.9004  -0.058
C: -1.9038 0.9185 2.2921  -0.342
C: -0.9067 -3.0923 -0.3996  -0.324
C: -2.2407 -3.4819 -3.4636  -0.263
C: 3.1743 4.9104 0.2695  -0.059
C: -3.1311 -1.1478 -4.7457  -0.067
C: 0.4407 5.3213 0.5833  -0.035
C: 1.1059 -2.4048 -2.4101  -0.320
H: -1.0917 2.5536 5.2279  0.028
H: -3.4666 -0.2451 -5.2369  0.108
H: -2.3545 -4.9516 -1.8874  0.093
H: 2.0024 -0.8948 0.3351  0.044
H: -0.6217 5.4655 0.7370  0.127
H: 0.1591 2.1608 0.2508  -0.004
H: -1.8926 4.2172 -2.4938  0.104
H: 0.6863 -3.8231 -3.9715  0.108
H: -2.0476 1.9390 1.9448  0.029
H: -3.9414 -1.9318 0.6373  0.084
H: -2.5703 0.2585 1.7348  0.014
H: 4.1920 -1.4815 -1.3542  0.118
H: -0.6832 0.8268 5.1475  0.010
H: 0.9711 7.2749 1.2773  0.112
H: -0.0476 1.8229 6.4466  0.028
H: -3.7910 -2.5596 -1.0037  0.092
H: -4.3652 -2.4616 -5.9085  0.111
H: 2.6396 2.9588 -0.4633  0.116
H: 4.2366 4.7488 0.1480  0.112
H: -3.2417 -3.7258 1.9509  0.116
H: -1.8087 -0.1135 -3.4264  0.043
H: 2.9331 0.8867 5.6914  0.027
H: 1.0218 -4.0402 -0.4887  0.109
H: 3.3995 6.9137 0.9989  0.111
H: 0.6679 -5.4133 1.5149  0.109
H: -1.9887 -5.6023 -3.4832  0.088
H: 2.7171 4.2823 3.9493  0.019
H: 1.6907 2.1607 1.7977  0.020
H: -0.7458 -4.7715 -2.5507  0.059
H: 2.2047 4.1798 5.6341  0.026
H: 2.0338 0.3199 -0.9790  0.065
H: -0.5524 5.0057 -1.7131  0.109
H: -2.8947 -1.1291 -0.5396  0.032
H: 0.1099 2.8976 2.0857  0.015
H: 3.5707 1.1979 4.0782  0.024
H: 2.3474 -0.0622 4.3296  0.016
H: -1.4872 -5.2451 2.7530  0.109
H: -2.0913 0.8267 3.3567  0.015
H: 4.8155 -3.1138 -3.0943  0.110
H: 1.0770 4.7613 4.4078  0.022
H: 3.0786 -4.2582 -4.4207  0.110
H: -3.5697 -4.4969 -4.7935  0.117

Its HOMO energy is -0.393 hartree. Its lowest unoccupied orbital energy is -2.647 eV. As for the net charge: +1. The relative energy (zero: lowest compared OMol25 entry of this formula, charge and spin) is 20.8 kJ/mol.

***

2.
A structure of composition C33H42GeN7O2RhS2Se. Source: OMol25; level of theory: wB97M-V/def2-TZVPD.

Each line ends with the Löwdin charge.
Geometry (Å):
Rh: 1.1968 0.6522 -0.1856  1.020
Se: 1.8518 -1.7994 -0.2798  0.971
Ge: 1.3451 -4.7000 1.1705  0.772
S: -3.0532 -1.1006 0.1596  1.121
S: -3.3582 1.1910 -2.2019  0.586
O: -3.2073 2.4918 -2.7993  -0.300
O: -3.2731 0.0195 -3.0377  -0.305
N: -8.4783 1.0541 0.7106  0.130
N: -2.1413 1.1419 -1.1113  -0.121
N: 3.2707 1.1496 -0.3493  0.010
N: -0.7301 0.0271 0.3533  -0.121
N: 0.6165 0.7716 -2.1949  0.005
N: 1.4457 0.8171 1.8930  -0.024
N: 1.0669 2.7357 -0.4576  -0.227
C: -0.0916 2.7341 1.7461  -0.090
C: 4.7701 3.0081 -0.4757  0.024
C: 0.5562 -0.2148 -3.0992  -0.097
C: 1.3583 0.8112 4.6629  -0.002
C: 3.5139 2.4466 -0.5995  -0.234
C: -0.7979 -0.9852 1.3071  -0.318
C: -5.7326 0.0590 -1.4907  -0.090
C: 0.0091 3.0082 -1.4592  -0.107
C: -1.9114 0.1433 -0.3139  -0.670
C: 0.6189 -6.4268 0.6493  -0.202
C: 0.0913 1.9695 -2.5353  -0.268
C: 0.7861 -3.4372 -0.2754  -0.482
C: -0.4230 2.2191 -3.7922  0.004
C: 2.2057 -0.0261 2.6082  -0.143
C: 0.6613 1.7011 2.5429  -0.241
C: -1.9423 -1.6795 1.3491  -0.392
C: -7.2970 1.0806 0.0395  -0.305
C: 3.2974 -4.7122 1.2495  -0.214
C: -6.4109 2.1632 0.1955  -0.017
C: 0.5918 -4.0516 2.8521  -0.196
C: 2.9411 -2.1495 -1.8517  -0.313
C: 5.5872 0.8639 0.1615  -0.009
C: 2.1974 -0.0603 3.9856  -0.019
C: -4.8645 1.1324 -1.3215  -0.352
C: -5.2163 2.1897 -0.4848  -0.062
C: -6.9340 0.0288 -0.8170  -0.015
C: 0.5968 1.7024 3.9289  0.023
C: 0.8419 3.4800 0.8059  -0.129
C: -0.4698 1.1948 -4.7197  0.006
C: 4.2999 0.3827 0.0353  -0.134
C: 2.3321 3.2038 -1.0955  -0.090
C: 0.0222 -0.0476 -4.3575  -0.007
C: 5.8315 2.2036 -0.0934  -0.001
H: 2.8144 -0.7191 2.0447  0.060
H: -4.5569 3.0430 -0.3878  0.116
H: 3.7083 -2.8631 -1.5624  0.046
H: 3.7231 -5.2156 0.3811  0.029
H: -0.4648 -6.3807 0.5443  0.030
H: -0.0156 -0.8893 -5.0333  0.127
H: 0.9283 -3.8685 -1.2674  0.032
H: -0.4963 -4.0230 2.8070  0.017
H: -0.5443 3.4443 2.4361  0.133
H: -9.1586 0.3436 0.5136  0.106
H: -0.8434 3.1902 -4.0079  0.135
H: 3.7027 -3.7005 1.3002  -0.005
H: 0.0284 -1.1461 1.9792  0.076
H: 3.3960 -1.2146 -2.1714  0.035
H: -5.4613 -0.7434 -2.1641  0.115
H: 2.8285 -0.7648 4.5079  0.125
H: 0.9248 -1.1766 -2.7896  0.061
H: -6.6883 2.9892 0.8382  0.115
H: -0.9051 2.2677 1.1850  0.109
H: -0.9733 2.9300 -0.9990  0.113
H: 6.3782 0.1937 0.4657  0.127
H: 0.4582 4.4728 0.5586  0.146
H: 4.0808 -0.6554 0.2482  0.056
H: -0.0496 2.4148 4.4219  0.131
H: 4.9090 4.0601 -0.6835  0.134
H: 0.1496 4.0163 -1.8586  0.152
H: -0.2574 -3.1412 -0.1917  0.011
H: 3.6272 -5.2493 2.1387  0.032
H: -8.7886 1.8553 1.2282  0.105
H: 0.8542 -7.1746 1.4061  0.033
H: 0.9568 -3.0553 3.1086  0.002
H: 2.4288 4.2814 -0.9517  0.151
H: 1.0453 -6.7563 -0.2977  0.029
H: -2.2036 -2.4734 2.0277  0.073
H: 2.3350 -2.5606 -2.6549  0.036
H: -0.9067 1.3571 -5.6950  0.136
H: 1.8159 3.6092 1.2828  0.139
H: 1.3084 0.8064 5.7433  0.130
H: -7.6124 -0.8028 -0.9593  0.118
H: 6.8263 2.6151 0.0086  0.131
H: 2.2524 3.0223 -2.1689  0.145
H: 0.8745 -4.7252 3.6611  0.034

Its HOMO energy is -0.428 hartree. Its lowest unoccupied orbital energy is -6.011 eV. As for the net charge: +2. The relative energy (zero: lowest compared OMol25 entry of this formula, charge and spin) is 47.5 kJ/mol.

***

3.
A structure of composition C33H42N6O3S2Si2Ti. Source: OMol25; level of theory: wB97M-V/def2-TZVPD.

Each line ends with the Mulliken spin population.
Geometry (Å):
Ti: 0.0164 0.2768 -0.2167  1.039
S: -0.1419 2.9172 1.9604  0.028
S: -1.6613 0.6584 3.5399  0.009
Si: -3.4114 0.0533 -0.2448  0.004
Si: 2.2003 -2.4430 -0.6530  0.006
O: -0.2962 0.7604 -2.2572  0.002
O: -0.5478 2.9866 -2.3750  0.000
O: -0.5684 2.2429 0.6921  -0.096
N: -1.8477 -0.6739 -0.1818  -0.016
N: 2.0236 1.2649 -0.3052  0.100
N: 0.4776 -0.9127 2.7760  0.045
N: -0.8730 -1.7277 4.3963  0.007
N: 0.8140 0.0131 1.7883  0.327
N: 0.6565 -1.6767 -0.7220  -0.026
C: 1.0637 4.4594 0.0020  -0.011
C: -2.8442 -2.8217 -0.8684  -0.006
C: -2.1265 4.7432 1.3639  0.000
C: 1.9363 5.4517 -0.4266  0.012
C: -3.0541 4.8406 3.9898  0.000
C: 2.6612 1.8161 -1.3353  -0.033
C: 2.6598 6.2023 0.4890  -0.002
C: 2.8525 -3.0220 -2.3542  -0.001
C: -4.6416 -0.5448 1.0717  0.001
C: -0.3771 -3.7538 -1.5671  -0.002
C: 2.2252 -3.8969 0.5634  -0.002
C: 1.9299 0.6893 2.0018  0.058
C: 4.3785 2.7041 0.0740  0.044
C: 3.7439 2.1535 1.1490  0.038
C: -1.4904 -4.5647 -1.7815  -0.002
C: -1.7478 -1.9730 -0.6692  0.011
C: 2.5622 1.3862 0.9601  0.174
C: -0.6673 1.8413 -2.8265  0.001
C: -0.4503 -2.4816 -0.9864  0.015
C: -1.5200 3.9941 2.3643  0.014
C: -1.9799 4.0194 3.6697  0.000
C: -3.6587 5.6062 3.0041  0.000
C: -1.3223 1.6615 -4.1937  -0.001
C: -3.3817 1.9105 0.0142  0.011
C: 2.5217 5.9627 1.8518  0.000
C: 3.8422 2.5199 -1.2243  0.192
C: 3.6260 -1.3669 -0.0606  -0.007
C: 0.9336 4.2391 1.3640  0.022
C: -4.1873 -0.1936 -1.9744  0.000
C: 1.6598 4.9716 2.2926  -0.013
C: -0.5932 -0.7038 3.4721  0.009
C: -2.7367 -4.0992 -1.4143  0.003
C: -3.1996 5.5523 1.6916  0.000
H: 4.3084 2.9471 -2.1014  0.020
H: 3.8441 -0.5161 -0.7067  0.005
H: -3.6903 6.1331 0.9202  0.000
H: 1.5576 4.7573 3.3513  -0.002
H: -1.7684 4.6589 0.3447  0.000
H: 2.1722 1.6839 -2.2950  -0.001
H: 2.7225 -2.2073 -3.0727  0.000
H: 3.4858 -1.0080 0.9587  0.006
H: -0.5398 -2.6202 4.0560  0.000
H: -3.1119 2.1490 1.0417  -0.001
H: -4.4036 2.2668 -0.1699  0.000
H: -0.9378 2.4077 -4.8895  0.000
H: -4.5261 0.7693 -2.3707  0.000
H: -1.3642 -5.5449 -2.2299  0.000
H: 0.5036 3.8529 -0.7064  -0.010
H: -3.4338 4.8604 5.0039  0.000
H: 3.3472 6.9651 0.1419  -0.001
H: 2.0583 5.6212 -1.4893  0.009
H: 0.5862 -4.1365 -1.8716  0.002
H: 3.0964 6.5384 2.5679  0.000
H: -3.4477 -0.6070 -2.6637  0.000
H: -1.1674 0.6556 -4.5783  0.000
H: -1.8566 -1.7356 4.6215  -0.001
H: -1.5292 3.3614 4.4029  0.000
H: 3.2314 -4.3257 0.6245  0.001
H: 2.3670 -3.9067 -2.7685  0.000
H: -4.5053 6.2354 3.2531  0.000
H: -5.0463 -0.8706 -1.9657  0.000
H: 1.9604 -3.5029 1.5491  0.002
H: -3.8315 -2.4758 -0.5927  0.001
H: -2.3945 1.8340 -4.0792  0.000
H: 4.5053 -2.0234 -0.0656  0.001
H: 1.5200 -4.6898 0.3179  0.001
H: -4.2264 -0.3044 2.0548  -0.001
H: -4.8514 -1.6154 1.0469  0.000
H: 4.1290 2.2830 2.1540  0.000
H: -5.5902 -0.0075 0.9551  0.000
H: 3.9252 -3.2320 -2.2797  0.000
H: -3.6274 -4.7032 -1.5527  0.000
H: 5.2821 3.2867 0.2167  0.009
H: -2.7016 2.4320 -0.6613  -0.004
H: 2.3825 0.6859 2.9913  0.011

Its HOMO energy (alpha / beta) is -0.007 / -0.038 hartree. Its lowest unoccupied orbital energy (alpha / beta) is 4.224 / 4.222 eV. As for the net charge: -2. As for the spin multiplicity: 3. The relative energy (zero: lowest compared OMol25 entry of this formula, charge and spin) is 0.0 kJ/mol.

***

4.
A structure of composition C33H42OPbS4Sb2. Source: OMol25; level of theory: wB97M-V/def2-TZVPD.

Each line ends with the natural charge from an NBO analysis.
Geometry (Å):
Pb: 0.9513 -0.3656 0.1378  0.735
Sb: -1.4873 -2.2968 -0.6819  1.261
Sb: 1.4828 2.3067 1.5279  1.157
S: 4.7511 -2.6052 -2.2260  0.452
S: 1.3631 0.1019 -2.3788  -0.074
S: 3.0443 -1.3575 -4.3012  0.440
S: 3.3739 -1.2822 0.0110  -0.034
O: 4.9922 -3.0585 -4.8083  -0.449
C: -4.1749 0.1751 -3.9584  -0.165
C: -2.5476 -1.1617 -2.1732  -0.366
C: 3.2166 4.2524 3.2995  -0.676
C: -3.0130 0.1040 -1.8601  -0.186
C: 0.6846 0.2319 3.6875  -0.644
C: 0.4852 3.7936 0.0285  -0.160
C: 0.1156 1.5687 3.2410  -0.216
C: -3.8231 0.7748 -2.7605  -0.219
C: 0.1187 2.5734 4.3745  -0.654
C: 4.1722 1.9290 3.1247  -0.670
C: -4.6819 -5.1635 0.3294  -0.203
C: 1.4192 3.8941 -1.1580  -0.665
C: -3.1916 -3.3060 0.1962  -0.330
C: -3.7017 -1.0881 -4.2689  -0.186
C: 4.4036 -2.4726 -3.9691  0.218
C: 0.3171 5.1120 0.7502  -0.661
C: -0.3359 -3.7356 -1.7716  -0.394
C: -5.2152 -3.1103 1.4550  -0.177
C: 1.0067 -4.2715 -3.6834  -0.201
C: 3.5561 3.0953 2.3919  -0.076
C: 1.2623 -5.5266 -3.1517  -0.178
C: 3.5090 -1.5089 -1.6863  -0.376
C: -0.0567 -4.9796 -1.2232  -0.170
C: 0.7324 -5.8797 -1.9211  -0.207
C: -1.2849 1.3915 2.6852  -0.643
C: -2.8824 -1.7578 -3.3759  -0.234
C: 0.2126 -3.3708 -2.9936  -0.256
C: 2.7140 -0.9341 -2.6502  -0.357
C: 4.3833 3.5310 1.2068  -0.671
C: -5.5403 -4.4143 1.1164  -0.176
C: -3.4970 -4.6130 -0.1368  -0.176
C: -4.0323 -2.5523 0.9986  -0.245
C: -0.8437 3.1977 -0.3817  -0.645
H: 1.2779 5.5532 1.0035  0.218
H: 4.1451 4.6571 3.7101  0.254
H: -4.1685 1.7703 -2.5282  0.227
H: -4.9309 -6.1816 0.0727  0.235
H: -1.5559 3.2090 0.4381  0.220
H: 0.1007 -0.1494 4.5252  0.247
H: -5.8792 -2.5273 2.0738  0.231
H: -2.5173 -2.7455 -3.6142  0.227
H: -6.4680 -4.8423 1.4605  0.236
H: 1.8789 -6.2267 -3.6944  0.238
H: 4.5124 2.7306 0.4795  0.221
H: 5.3776 3.8071 1.5613  0.249
H: -0.2823 5.0110 1.6542  0.216
H: -1.9048 0.8937 3.4318  0.239
H: -0.4554 -5.2509 -0.2536  0.216
H: 0.9406 -6.8522 -1.5003  0.237
H: 5.1495 2.2303 3.5014  0.250
H: 1.0708 2.5805 4.8989  0.218
H: -4.8196 0.6954 -4.6511  0.235
H: -0.6493 2.3000 5.0991  0.240
H: 2.5987 3.9513 4.1414  0.223
H: 0.0099 -2.3926 -3.4139  0.226
H: 2.4162 4.2224 -0.8775  0.221
H: -3.7778 -1.5323 1.2556  0.209
H: 2.7230 5.0625 2.7639  0.221
H: -0.7377 2.1818 -0.7689  0.197
H: 3.5743 1.6309 3.9839  0.216
H: -0.2015 5.8080 0.0939  0.244
H: -2.7548 0.5645 -0.9127  0.193
H: 1.4260 -3.9945 -4.6391  0.228
H: -1.2922 0.7715 1.7833  0.194
H: -1.2664 3.8020 -1.1859  0.244
H: 1.0213 4.6333 -1.8531  0.244
H: -1.7462 2.3511 2.4635  0.222
H: 1.7183 0.3136 4.0169  0.223
H: 3.9634 4.4093 0.7192  0.219
H: 4.3279 1.0748 2.4661  0.220
H: -3.9710 -1.5556 -5.2061  0.237
H: -0.1043 3.5791 4.0242  0.217
H: 0.6362 -0.5152 2.8893  0.191
H: -2.8382 -5.1954 -0.7640  0.215
H: 1.4938 2.9464 -1.6902  0.219

Its HOMO energy (alpha / beta) is -0.485 / -0.471 hartree. Its lowest unoccupied orbital energy (alpha / beta) is -8.272 / -8.043 eV. As for the net charge: +2.

***

What molar mass values result from the calculations? In sequence: 787.7; 887.4; 738.9; 1033.7 g/mol.
What strongest force on any atom values result from the calculations? In sequence: 0.86; 0.79; 1.04; 1.65 eV Å⁻¹.